[1]
Density functional theory data (ωB97M-V/def2-TZVPD) for a structure of composition CH15NO5 at a distorted geometry.

Values from the calculation:
2S+1: 2
LUMO (spin up / spin down) (eV): 3.7003 / 3.5468
Charge: -1
Gap between HOMO and LUMO (spin up / spin down) (eV): 2.8224 / 10.0114
E_HOMO (spin up / spin down) (eV): 0.88 / -6.46
Energy relative to the best compared isomer or geometry (same formula, charge and spin) (kcal per mole): 10.9

CARTESIAN COORDINATES (ANGSTROEM)
H: 2.113851 -0.383594 -1.224492
O: -1.149100 -1.728723 -1.517677
O: 0.497936 2.174851 -0.435251
H: -0.505382 -2.367347 -1.848811
H: -1.607338 0.637288 -0.337110
H: -0.360026 -0.752507 1.226690
O: -1.704809 0.742959 0.628999
C: 1.280563 -0.397745 2.306450
H: 1.412465 2.116720 -0.138146
H: 1.007812 -0.835794 0.114741
O: 1.177660 -0.412142 -1.001899
H: 2.230562 0.009196 1.982034
H: 1.600531 -1.053706 3.127800
H: 0.346495 1.275035 -0.782750
H: 0.380698 -2.125977 1.436345
N: 0.585349 -1.143441 1.272757
H: 0.764859 0.377101 2.865709
H: -2.167089 1.580826 0.636970
O: -2.131036 1.130388 -2.090209
H: -1.602640 0.348136 -2.329167
H: -1.614050 1.790133 -2.576332
H: -0.557310 -0.981658 -1.316651

Cartesian forces, eV/Å:
H 0.031 -0.014 -0.125
O -0.348 0.137 -0.067
O -0.147 0.501 -0.156
H 0.017 -0.028 -0.020
H -0.173 0.027 0.462
H -0.002 0.219 -0.268
O -0.168 -0.559 -0.219
C 1.447 -0.919 1.914
H 0.033 -0.047 -0.060
H 0.515 0.309 -1.419
O -0.361 -0.287 0.761
H 0.001 0.238 -0.623
H -0.106 -0.259 -0.182
H 0.552 0.102 0.136
H 0.772 -0.074 0.324
N -1.815 0.626 0.392
H -0.699 0.159 -0.717
H -0.016 0.359 0.322
O 0.753 -0.126 -0.774
H -0.533 -0.416 0.035
H -0.217 0.369 0.329
H 0.465 -0.319 -0.045

---

[2]
Density functional theory data (ωB97M-V/def2-TZVPD) for a structure of composition CH15Na5O11 at a distorted geometry.

Values from the calculation:
LUMO (eV): -9.5003
Charge: +2
Gap between HOMO and LUMO (eV): 6.2872
E_HOMO (eV): -15.79
Energy relative to the best compared isomer or geometry (same formula, charge and spin) (kcal per mole): 0.0

CARTESIAN COORDINATES (ANGSTROEM)
H: 6.962637 0.825231 1.972244
H: 3.661414 2.532262 0.506047
H: 5.248637 3.376170 3.437132
C: 3.150518 1.350693 2.609719
O: 3.524413 0.106609 2.778273
H: 2.858284 2.440747 -0.771934
Na: 5.119436 1.079257 4.658592
H: 5.633392 1.510262 1.591581
O: 6.371501 0.982698 1.226888
H: 2.358492 4.375756 4.242320
H: 3.335025 3.972861 3.126291
Na: 4.971764 -1.128426 1.193693
H: 0.742370 0.959334 -0.502139
O: 3.758401 2.320401 -0.428033
H: 0.782497 3.148702 2.485689
O: 5.668078 3.620749 4.270002
H: -0.316007 4.182233 2.749607
Na: 1.474911 -1.167753 2.118634
Na: 1.315999 0.511224 4.885326
O: 3.380655 -2.745382 1.900063
H: -1.543627 0.291227 2.546748
H: 5.727363 4.582122 4.291798
O: 2.834439 4.723077 3.483127
Na: 3.988634 -1.863246 4.257066
O: 1.900509 1.622898 2.755558
O: -0.172134 3.296527 2.398174
O: -0.598779 0.141285 2.422780
O: 0.760543 1.923221 -0.495965
H: -0.185690 1.023550 2.385615
O: 4.027750 2.265219 2.627460
H: 0.623471 2.215704 0.413282
H: 3.385170 -2.133581 1.161896

Cartesian forces, eV/Å:
H 0.351 0.333 -0.218
H 0.105 0.346 -0.068
H 0.007 0.482 -0.137
C -0.912 1.743 2.467
O 0.526 -1.639 0.784
H 0.087 -0.059 -0.094
Na 0.415 1.487 -0.609
H 0.220 0.213 -0.247
O -0.685 -0.741 0.556
H 0.045 0.107 0.059
H -0.354 0.072 0.000
Na 0.746 0.553 -0.392
H -0.167 0.205 0.002
O -0.226 -0.369 0.242
H -0.021 0.200 0.022
O 0.129 -0.890 0.291
H -0.163 0.054 -0.225
Na -0.128 -0.150 -0.570
Na -0.724 0.790 -0.672
O 0.163 1.139 1.362
H -0.025 -0.037 -0.172
H -0.025 -0.010 0.057
O -0.012 -0.045 -0.074
Na -0.198 -1.036 -1.375
O 0.469 -1.104 -0.239
O 0.243 -0.329 0.223
O 0.866 -0.012 0.518
O 0.310 -0.070 -0.003
H -0.406 0.109 -0.122
O 0.368 -0.803 -0.782
H -0.232 0.015 -0.064
H -0.774 -0.555 -0.519

---

[3]
Density functional theory data (ωB97M-V/def2-TZVPD) for a structure of composition CH15O7V at a distorted geometry.

Values from the calculation:
2S+1: 5
LUMO (spin up / spin down) (eV): 0.3193 / -0.0293
Charge: 0
Gap between HOMO and LUMO (spin up / spin down) (eV): 5.0838 / 10.2992
E_HOMO (spin up / spin down) (eV): -4.76 / -10.33

CARTESIAN COORDINATES (ANGSTROEM)
H: -1.040879 0.159529 -0.114037
H: 0.178651 1.630492 1.602506
H: -0.587738 1.333901 -1.332901
O: 0.234881 2.066071 2.452992
H: 0.989680 0.407853 2.923030
H: -0.828834 2.273394 -2.495279
O: -2.817877 1.728318 0.848445
V: 1.102622 -0.881018 0.609946
O: 1.330047 -0.465290 2.728084
C: 1.631688 -1.647170 -2.554285
H: 1.311637 -0.923186 3.568456
H: 2.333645 -0.895348 -2.915013
O: -0.334419 1.493881 -2.242002
H: 2.007031 -2.533765 -2.043223
H: -0.272662 -3.101763 0.410834
H: 1.108997 -1.960405 -3.458038
H: -2.035590 1.265619 0.548187
O: -0.576487 -2.242303 0.702808
O: -0.349696 0.634514 0.387153
H: -1.503215 -2.221544 0.464125
O: 0.687081 -1.004583 -1.710505
H: -0.565725 2.587750 2.508849
H: -2.480431 2.498426 1.305933
H: 0.477593 -0.203371 -2.196066

Cartesian forces, eV/Å:
H 0.623 -0.125 0.461
H -0.592 -0.303 -0.975
H 0.330 0.074 1.045
O 0.675 0.560 1.172
H -0.519 1.062 0.120
H -0.041 0.129 -0.286
O -1.075 0.282 0.009
V -0.159 0.232 -0.629
O 0.248 -0.407 -0.190
C -0.562 -0.156 -0.836
H 0.113 -0.477 -0.061
H 0.718 -0.429 0.449
O 0.039 0.064 -0.869
H 0.456 0.429 -0.103
H 0.333 -0.483 -0.073
H -0.104 -0.370 -0.115
H 0.680 0.037 0.326
O 0.027 -0.289 0.335
O -0.419 -0.722 -0.959
H -0.498 0.386 -0.071
O 0.372 -0.379 0.786
H -0.067 -0.014 0.185
H -0.011 0.128 0.009
H -0.568 0.770 0.269